# 1
Entry from the Open Molecules 2025 dataset: 3 unconnected molecules or ions with the total composition C33H34Br2N3O8P (wB97M-V/def2-TZVPD).

Properties
Structure (SMILES): C#CC1=C(P(=N)(O)O)C(=O)c2cc(CCCCCC)c([C@@H](Br)[C@H](C)Br)cc2C1=O.O=[N+]([O-])c1ccccc1.O=[N+]([O-])c1ccccc1
Net charge: 0
E_LUMO: -2.06 eV
Calculated total energy: -204979.1292 eV
HOMO: -9.09 eV

XYZ file:
```
81
Properties=species:S:1:pos:R:3:lowdin_charge:R:1
C 3.726 -5.954 0.948 0.1018
C 3.479 -4.662 1.090 -0.0463
C 2.904 -3.150 1.136 -0.0822
C 3.201 -2.271 2.254 -0.1095
P 4.233 -2.796 3.768 0.7038
N 5.780 -3.052 3.407 -0.2022
O 3.518 -4.213 4.468 -0.2460
O 4.215 -1.543 4.976 -0.2118
C 2.616 -0.745 2.213 -0.2481
O 3.243 0.250 2.695 0.0426
C 1.149 -0.615 1.511 -0.0312
C 0.095 0.453 1.978 0.0500
C -1.342 0.489 1.268 -0.0877
C -2.382 1.581 1.823 -0.1605
C -2.152 3.088 1.203 -0.1910
C -0.677 3.679 1.458 -0.2016
C 0.439 3.362 0.346 -0.2175
C -0.098 2.917 -1.104 -0.2994
C 0.976 3.074 -2.310 -0.1243
C -1.748 -0.510 0.118 -0.1632
C -3.171 -0.596 -0.624 -0.6515
Br -4.461 -1.437 0.693 0.6597
C -3.724 0.794 -1.224 -0.6933
C -5.231 0.470 -1.802 -0.2047
Br -2.690 1.418 -2.847 0.6957
C -0.632 -1.560 -0.363 0.0732
C 0.787 -1.614 0.315 -0.0279
C 1.971 -2.641 -0.105 -0.2236
O 2.187 -3.048 -1.289 0.0536
H 3.637 -7.084 0.702 0.0723
H 6.336 -2.376 3.975 -0.0062
H 4.066 -5.011 4.258 0.0868
H 3.703 -1.879 5.769 0.0880
H 0.347 1.190 2.842 0.1193
H -2.164 1.694 2.964 0.1260
H -3.443 1.179 1.632 0.0782
H -2.879 3.757 1.831 0.1192
H -2.540 3.176 0.117 0.0875
H -0.720 4.817 1.656 0.1136
H -0.300 3.207 2.459 0.0976
H 1.251 2.589 0.678 0.1084
H 1.040 4.353 0.182 0.1132
H -1.008 3.569 -1.384 0.0836
H -0.464 1.829 -1.042 0.0526
H 1.999 3.491 -1.989 0.0724
H 0.574 3.795 -3.136 0.0708
H 1.061 2.030 -2.827 0.0784
H -3.060 -1.331 -1.524 0.1072
H -3.871 1.631 -0.451 0.0800
H -5.549 1.265 -2.588 0.0733
H -5.151 -0.591 -2.280 0.0860
H -6.030 0.495 -0.956 0.0702
H -0.875 -2.292 -1.225 0.1194
O -2.094 5.100 -6.513 0.0732
N -1.194 4.274 -6.408 -0.3391
O -1.287 3.220 -5.787 0.0444
C 0.082 4.567 -7.066 -0.1446
C 0.243 5.772 -7.752 -0.0013
C 1.465 6.056 -8.355 -0.0677
C 2.513 5.142 -8.275 -0.0733
C 2.344 3.937 -7.597 -0.0660
C 1.126 3.644 -6.989 -0.0010
H -0.564 6.493 -7.823 0.1192
H 1.603 6.994 -8.886 0.1085
H 3.467 5.370 -8.742 0.1078
H 3.163 3.227 -7.541 0.1092
H 1.009 2.703 -6.462 0.1193
O -3.945 -4.725 5.824 0.0672
N -3.049 -5.556 5.925 -0.3435
O -3.148 -6.613 6.540 0.0681
C -1.770 -5.265 5.270 -0.1458
C -1.603 -4.057 4.591 0.0021
C -0.379 -3.775 3.991 -0.0537
C 0.664 -4.695 4.067 -0.0773
C 0.489 -5.903 4.737 -0.0590
C -0.731 -6.193 5.343 -0.0007
H -2.408 -3.331 4.524 0.1185
H -0.237 -2.835 3.465 0.0976
H 1.617 -4.468 3.603 0.0564
H 1.305 -6.617 4.790 0.1081
H -0.853 -7.138 5.864 0.1186
```

# 2
Entry from the Open Molecules 2025 dataset: 5 unconnected molecules or ions with the total composition C33H34BrFO18S (wB97M-V/def2-TZVPD).

Properties
Structure (SMILES): CS(=O)(=O)c1cc(Br)c2c(c1)C(=O)c1c(CC(=O)F)ccc(O)c1C2=O.C[C@@H]1COC(=O)O1.C[C@@H]1COC(=O)O1.C[C@@H]1COC(=O)O1.C[C@@H]1COC(=O)O1
Net charge: 0
E_LUMO: -1.67 eV
Calculated total energy: -155220.1910 eV
HOMO: -9.41 eV

XYZ file:
```
88
Properties=species:S:1:pos:R:3:lowdin_charge:R:1
C 3.086 0.636 0.737 -0.1379
S 3.077 1.456 -0.940 0.6928
O 4.253 0.943 -1.668 -0.3484
O 3.075 2.912 -0.778 -0.3306
C 1.511 0.853 -1.717 -0.2117
C 1.431 0.451 -3.132 -0.0550
C 0.159 -0.068 -3.700 -0.5206
Br 0.207 -0.558 -5.583 0.7621
C -1.076 -0.209 -2.893 -0.0652
C -0.986 0.245 -1.474 -0.0274
C 0.274 0.763 -0.898 0.0287
C -2.250 0.184 -0.536 -0.2503
O -2.029 0.300 0.660 0.0763
C -3.663 -0.055 -1.136 -0.0029
C -4.897 0.152 -0.346 -0.1247
C -4.860 0.657 1.147 -0.0479
C -4.581 -0.558 2.101 -0.3772
O -4.279 -1.643 1.736 0.1585
F -4.756 -0.312 3.478 0.0259
C -6.255 -0.105 -0.910 0.0078
C -6.314 -0.539 -2.311 0.0331
C -5.080 -0.744 -3.114 -0.1849
O -5.298 -1.180 -4.429 0.0185
C -3.715 -0.517 -2.566 0.0354
C -2.418 -0.781 -3.409 -0.2696
O -2.527 -1.457 -4.413 0.0655
H 4.053 0.803 1.276 0.0606
H 2.203 0.991 1.331 0.0682
H 2.959 -0.481 0.594 0.0845
H 2.358 0.548 -3.758 0.1173
H 0.315 1.083 0.169 0.1100
H -5.885 1.051 1.417 0.1262
H -4.128 1.497 1.252 0.1291
H -7.153 0.041 -0.250 0.1177
H -7.334 -0.747 -2.736 0.1233
H -4.830 -2.041 -4.466 0.1006
C -2.315 -4.401 -0.626 -0.0119
C -3.655 -4.845 -1.165 -0.3356
C -3.698 -6.290 -1.575 -0.1005
O -4.694 -6.288 -2.598 0.0705
C -4.699 -5.040 -3.140 -0.5423
O -5.274 -4.740 -4.140 0.1634
O -3.959 -4.179 -2.393 0.0754
H -1.537 -4.487 -1.389 0.0943
H -2.354 -3.349 -0.336 0.0773
H -2.025 -4.991 0.246 0.0950
H -4.447 -4.609 -0.447 0.1620
H -3.989 -6.947 -0.755 0.1418
H -2.758 -6.651 -2.004 0.1423
C 7.344 1.809 -2.931 -0.0232
C 7.856 1.566 -4.333 -0.3422
C 8.396 2.797 -5.004 -0.1098
O 8.169 2.518 -6.384 0.0606
C 7.107 1.665 -6.445 -0.5477
O 6.532 1.377 -7.447 0.1611
O 6.790 1.190 -5.209 0.0879
H 6.501 2.502 -2.935 0.0908
H 6.978 0.877 -2.495 0.0813
H 8.130 2.209 -2.287 0.0914
H 8.593 0.756 -4.330 0.1587
H 9.459 2.944 -4.811 0.1386
H 7.857 3.711 -4.739 0.1404
C -4.535 -2.141 5.502 -0.0383
C -4.078 -3.017 6.646 -0.3384
C -3.565 -2.250 7.832 -0.1083
O -2.634 -3.163 8.409 0.0624
C -2.188 -3.963 7.399 -0.5469
O -1.267 -4.710 7.489 0.1637
O -2.936 -3.791 6.273 0.0874
H -3.707 -1.555 5.102 0.0831
H -4.906 -2.756 4.679 0.0869
H -5.331 -1.464 5.816 0.0927
H -4.877 -3.710 6.933 0.1593
H -4.355 -2.005 8.542 0.1395
H -3.033 -1.333 7.561 0.1409
C 5.367 7.051 2.695 -0.0229
C 4.483 5.967 2.122 -0.3383
C 3.526 5.374 3.119 -0.1033
O 3.342 4.053 2.615 0.0687
C 4.467 3.736 1.919 -0.5276
O 4.728 2.642 1.524 0.1173
O 5.255 4.828 1.735 0.0985
H 6.012 6.656 3.483 0.0923
H 6.028 7.448 1.921 0.0876
H 4.773 7.873 3.100 0.0910
H 3.958 6.337 1.236 0.1628
H 2.578 5.909 3.155 0.1413
H 3.936 5.307 4.131 0.1411
```

# 3
Entry from the Open Molecules 2025 dataset: a molecular structure, C33H34ClIN2O3PbSSi2 (wB97M-V/def2-TZVPD).

Properties
Net charge: 0
E_LUMO: -0.59 eV
Calculated total energy: -96360.6472 eV
HOMO: -7.82 eV
Energy relative to the best compared isomer or geometry (same formula, charge and spin): 37.5 kcal/mol

XYZ file:
```
78
Properties=species:S:1:pos:R:3:lowdin_charge:R:1
Pb -0.201 0.176 0.793 1.1314
Cl -3.661 -5.247 4.210 0.6861
C -3.025 -3.693 3.757 -0.6144
C -3.169 -2.630 4.600 -0.1687
C -2.674 -1.359 4.255 -0.6376
I -2.951 0.249 5.542 0.9296
C -2.011 -1.126 3.060 -0.4492
O -1.555 0.021 2.677 -0.3109
C -1.864 -2.263 2.187 -0.1389
N -1.229 -2.025 1.013 0.0250
C -1.118 -2.980 0.119 -0.1115
C -1.598 -4.277 0.356 -0.0195
C -2.208 -4.557 1.548 -0.0025
C -2.373 -3.537 2.510 -0.1649
H -3.678 -2.765 5.545 0.0948
H -0.641 -2.716 -0.819 0.0965
H -1.474 -5.034 -0.405 0.1126
H -2.578 -5.550 1.764 0.0953
C -1.131 1.710 -3.142 -0.1559
Si -1.320 0.028 -2.329 0.3595
C -2.840 0.144 -1.235 -0.1685
C -1.593 -1.314 -3.604 -0.1554
N 0.024 -0.417 -1.304 -0.2489
C 1.199 -1.005 -1.814 -0.3912
C 1.721 -0.622 -3.059 -0.0578
C 2.862 -1.217 -3.578 -0.0800
C 3.529 -2.207 -2.870 -0.0985
C 3.036 -2.585 -1.629 -0.0845
C 1.892 -1.997 -1.108 -0.0805
H -1.881 1.855 -3.925 0.0367
H -0.147 1.867 -3.590 0.0223
H -1.286 2.497 -2.396 0.0058
H -3.726 0.114 -1.880 0.0476
H -2.899 1.084 -0.677 0.0071
H -2.941 -0.688 -0.531 0.0223
H -2.192 -0.944 -4.441 0.0343
H -2.134 -2.152 -3.154 0.0303
H -0.653 -1.698 -4.007 0.0268
H 1.234 0.162 -3.625 0.0884
H 3.238 -0.889 -4.539 0.1059
H 4.426 -2.661 -3.272 0.1013
H 3.548 -3.344 -1.048 0.1073
H 1.555 -2.287 -0.117 0.0804
C 0.742 3.605 0.318 -0.2070
Si -0.545 2.754 1.368 0.5443
C -0.224 2.843 3.190 -0.1886
C -2.272 3.219 0.882 -0.3161
C -3.352 2.730 1.627 -0.0947
C -4.656 3.009 1.244 -0.0701
C -4.898 3.774 0.108 -0.0779
C -3.837 4.269 -0.638 -0.0790
C -2.532 3.991 -0.252 -0.1148
H 0.592 4.688 0.328 0.0449
H 0.706 3.268 -0.721 0.0305
H 1.740 3.404 0.712 0.0320
H -0.472 3.852 3.535 0.0479
H 0.824 2.637 3.415 0.0362
H -0.843 2.118 3.724 -0.0043
H -3.169 2.108 2.498 0.0832
H -5.483 2.623 1.826 0.1073
H -5.917 3.985 -0.194 0.1042
H -4.024 4.869 -1.519 0.1049
H -1.711 4.386 -0.842 0.0945
O 7.724 -0.564 -1.269 0.1158
C 6.599 0.150 -1.501 -0.4793
O 6.541 0.860 -2.465 0.1168
C 5.469 -0.005 -0.532 -0.1383
C 5.456 -0.909 0.523 -0.0257
C 4.344 -1.034 1.341 -0.1111
C 3.222 -0.238 1.130 -0.6648
S 1.831 -0.438 2.203 0.6124
C 3.252 0.698 0.094 -0.1103
C 4.349 0.798 -0.737 0.0028
H 7.652 -1.060 -0.445 0.0842
H 6.294 -1.570 0.723 0.1107
H 4.335 -1.766 2.138 0.1049
H 2.390 1.332 -0.084 0.0677
H 4.360 1.494 -1.565 0.1283
```

Q: Which of these has the lowest calculated total energy?
A: C33H34Br2N3O8P